Entry 1:
An isolated ion of composition C10H16NO and charge +1 in a non-equilibrium geometry, computed with ωB97M-V/def2-TZVPD.

CARTESIAN COORDINATES (ANGSTROEM)
C: 1.67745 0.71848 -0.11959
C: 0.20193 0.10349 -0.29474
C: 2.95539 0.26191 0.08838
C: 4.20564 -0.00674 0.24833
C: 0.16512 -1.26377 -0.30935
C: -1.24306 0.72742 -0.58446
C: 1.58210 2.23174 -0.20592
C: 1.36743 -2.11478 -0.09159
C: -2.32056 -0.38586 1.25503
C: -3.59329 0.86803 -0.38682
N: -2.30060 0.42805 0.07204
O: -0.99048 -1.90845 -0.59306
H: 4.65874 -0.09382 1.22282
H: 4.86108 -0.13988 -0.59954
H: -1.29159 1.44266 -1.39340
H: 2.55363 2.68978 -0.04417
H: 0.88991 2.61834 0.54154
H: 1.22730 2.53321 -1.19095
H: 1.10141 -3.17070 -0.07111
H: 1.84641 -1.85303 0.85011
H: 2.10367 -1.95662 -0.87865
H: -2.68291 -1.38875 1.01913
H: -1.32126 -0.46527 1.67770
H: -2.99378 0.06008 1.98715
H: -4.10786 0.04357 -0.88828
H: -4.20635 1.18395 0.45847
H: -3.50251 1.69719 -1.08827
H: -0.84297 -2.86026 -0.68081

* calculated total energy: -520.17193 Eh
* total charge: +1
* Kohn-Sham gap (spin up / spin down): 6.107 / 6.962 eV
* LUMO (spin up / spin down): -0.11450 / -0.24567 Ha
* 2S+1: 3

Electronic structure analysis, Mulliken charges in units of e:
1 C 1.331
2 C -0.046
3 C -0.085
4 C -0.890
5 C 0.909
6 C -0.597
7 C -1.593
8 C -1.427
9 C -1.041
10 C -0.905
11 N 0.099
12 O -0.431
13 H 0.281
14 H 0.276
15 H 0.432
16 H 0.429
17 H 0.372
18 H 0.338
19 H 0.480
20 H 0.339
21 H 0.323
22 H 0.349
23 H 0.345
24 H 0.382
25 H 0.330
26 H 0.308
27 H 0.314
28 H 0.381

=====

Entry 2:
A 2-piece molecular cluster, C10H16NO2P overall in a non-equilibrium geometry, computed with ωB97M-V/def2-TZVPD.

CARTESIAN COORDINATES (ANGSTROEM)
C: -1.40408 -0.78450 -2.97414
C: -2.17750 -1.06567 -1.97433
C: -3.65494 -1.10217 -1.90580
C: -1.41668 -1.05957 -0.68168
O: -1.60287 -1.84364 0.22287
P: -0.03392 0.35453 -0.62511
N: -1.02867 1.58400 -0.98069
C: -0.71665 2.98003 -1.27629
H: -1.67598 -0.77365 -3.98056
H: -0.37126 -0.84038 -2.80848
H: -3.91394 -1.86465 -1.24781
H: -3.76159 -0.17822 -1.38282
H: -4.24279 -1.26975 -2.87984
H: -1.61837 3.54200 -1.54544
H: 0.00504 3.01110 -2.05203
H: -0.24838 3.44681 -0.39795
C: 0.07470 -0.71255 3.78087
C: 1.10758 -0.28570 2.99964
C: 2.07586 -1.14298 2.14198
C: 0.82185 1.09428 2.50258
C: 1.99456 1.89825 1.83844
O: -0.19579 1.59987 2.77713
H: 0.14320 -1.61652 4.32815
H: -0.97033 -0.32186 3.94280
H: 1.62880 -1.31576 1.16701
H: 2.04467 -2.12253 2.53930
H: 3.07344 -0.63340 1.98039
H: 1.90410 2.87935 2.29438
H: 2.78382 1.12858 2.12549
H: 2.08588 2.21763 0.81291

* calculated total energy: -937.03101 Eh
* SMILES string: C=C(C)C(=O)/P=N/C.C=C(C)C(C)=O
* Kohn-Sham gap: 7.788 eV
* LUMO: -0.02275 Ha

Electronic structure analysis, Mulliken charges in units of e:
1 C -1.154
2 C 0.792
3 C -1.177
4 C 0.392
5 O -0.535
6 P -0.055
7 N -0.123
8 C -0.749
9 H 0.397
10 H 0.354
11 H 0.339
12 H 0.315
13 H 0.322
14 H 0.288
15 H 0.323
16 H 0.244
17 C -0.769
18 C 0.368
19 C -1.094
20 C 0.700
21 C -0.972
22 O -0.551
23 H 0.322
24 H 0.221
25 H 0.125
26 H 0.426
27 H 0.366
28 H 0.318
29 H 0.256
30 H 0.310

=====

Entry 3:
A 2-piece molecular cluster, C10H16NO3S overall, computed with ωB97M-V/def2-TZVPD.

CARTESIAN COORDINATES (ANGSTROEM)
C: 1.12992 0.72038 -0.05259
O: 1.77142 0.94364 -1.29788
C: 2.79669 0.05662 -1.66266
C: 2.29713 -1.04567 -2.59884
C: 1.30477 -2.01203 -1.94791
N: 1.92682 -3.39022 -1.73072
S: 2.72629 -3.48071 -0.13725
H: 1.76908 0.13898 0.62329
H: 0.93966 1.68243 0.41941
H: 0.16923 0.20889 -0.17582
H: 3.26519 -0.37667 -0.76668
H: 3.56132 0.63562 -2.18457
H: 3.16217 -1.59655 -2.99348
H: 1.82474 -0.57741 -3.46388
H: 0.41001 -2.18095 -2.54492
H: 0.99126 -1.67181 -0.96108
H: 2.61903 -3.54286 -2.46627
H: 1.20937 -4.11137 -1.80658
H: 3.24861 -4.69520 -0.37867
C: -3.04246 3.45652 2.24627
C: -1.89513 2.79162 2.34752
C: -1.85557 1.31148 2.27049
O: -0.80102 0.70788 2.32578
C: -3.14432 0.59325 2.12072
C: -4.29356 1.25451 2.02027
C: -4.33317 2.74161 2.05995
O: -5.37554 3.34302 1.94691
H: -3.10276 4.53635 2.29286
H: -0.94218 3.28643 2.48689
H: -3.08691 -0.48783 2.10152
H: -5.25006 0.76006 1.90794

* calculated total energy: -1068.96220 Eh
* total charge: +1
* Kohn-Sham gap: 7.814 eV
* LUMO: -0.16113 Ha

Electronic structure analysis, Mulliken charges in units of e:
1 C -0.550
2 O -0.391
3 C -0.645
4 C -0.489
5 C -0.610
6 N -0.305
7 S 0.029
8 H 0.339
9 H 0.192
10 H 0.243
11 H 0.360
12 H 0.335
13 H 0.449
14 H 0.298
15 H 0.292
16 H 0.426
17 H 0.401
18 H 0.403
19 H 0.219
20 C -0.348
21 C -0.327
22 C 0.503
23 O -0.572
24 C -0.371
25 C -0.346
26 C 0.315
27 O -0.514
28 H 0.414
29 H 0.427
30 H 0.412
31 H 0.411

=====

Entry 4:
C10H16NO5 in the gas phase in a non-equilibrium geometry, computed with ωB97M-V/def2-TZVPD.

CARTESIAN COORDINATES (ANGSTROEM)
O: 0.83577 1.83140 -2.17153
O: 1.49846 2.99786 -2.37643
C: 1.94391 2.44812 0.13103
C: 1.15012 1.42650 -0.76911
C: 1.91751 0.04798 -0.84768
C: 1.25464 -1.07726 -0.04575
C: -0.26855 -1.12672 -0.08692
C: -0.76398 0.17084 0.53889
C: -0.35813 1.32372 -0.34855
O: -0.64562 2.62090 0.22508
N: -2.10180 2.75890 0.18505
O: -2.50720 3.74083 0.82876
O: -2.68884 1.90226 -0.45461
C: -0.88186 -2.35156 0.61077
C: -0.77489 -2.48385 1.94830
C: -1.57808 -3.40963 -0.20887
H: 1.25549 3.04339 0.73769
H: 2.61231 1.95157 0.85210
H: 2.52827 3.08219 -0.54695
H: 2.08395 -0.25167 -1.88064
H: 2.91431 0.18978 -0.40123
H: 1.62404 -2.04532 -0.41954
H: 1.56980 -1.03964 1.01335
H: -0.61103 -1.15032 -1.13071
H: -1.86416 0.14838 0.53193
H: -0.41308 0.27977 1.57794
H: -0.97696 1.15093 -1.25613
H: -1.18630 -3.36465 2.44976
H: -0.27282 -1.73232 2.54552
H: -1.60255 -3.14971 -1.27397
H: -1.07679 -4.38444 -0.09222
H: -2.61592 -3.54827 0.13469

* calculated total energy: -821.08362 Eh
* Kohn-Sham gap (spin up / spin down): 5.368 / 7.155 eV
* LUMO (spin up / spin down): -0.00216 / -0.07541 Ha
* 2S+1: 4

Electronic structure analysis, Mulliken charges in units of e:
1 O -0.126
2 O -0.291
3 C -1.277
4 C 1.663
5 C -1.363
6 C -0.734
7 C 0.820
8 C -1.143
9 C -0.228
10 O -0.410
11 N 0.898
12 O -0.570
13 O -0.486
14 C 0.350
15 C -1.606
16 C -1.240
17 H 0.326
18 H 0.374
19 H 0.384
20 H 0.338
21 H 0.363
22 H 0.345
23 H 0.323
24 H 0.355
25 H 0.524
26 H 0.206
27 H 0.466
28 H 0.407
29 H 0.329
30 H 0.367
31 H 0.315
32 H 0.320